# C50H51Cl2FN9O8Y

C50H51Cl2FN9O8Y as an isolated structure (ωB97M-V/def2-TZVPD, the OMol25 dataset).

Positions of all 122 atoms, in Å:
Y: -1.56 -0.81 -1.42
Cl: -6.97 -0.24 -5.75
Cl: -4.43 -0.38 -7.70
F: 5.04 -1.74 1.15
O: -1.82 1.24 -2.18
O: -1.32 -3.55 -4.98
O: -5.75 -2.42 -1.27
O: -2.18 0.35 0.45
O: -1.96 3.15 -3.31
O: -2.75 1.01 2.52
O: 0.30 -0.87 0.28
O: 0.71 -0.41 -2.48
N: -2.73 -2.40 0.46
N: -3.72 -1.49 -1.92
N: 1.14 1.16 3.72
N: 1.75 0.15 -4.42
N: -1.71 -1.78 -3.52
N: 7.61 -2.37 4.04
N: 1.58 1.68 -2.69
N: -0.31 -3.08 -1.63
N: 5.75 -0.26 3.50
C: -0.50 0.51 2.06
C: 2.13 0.43 3.10
C: -4.04 -2.16 0.33
C: -1.04 4.58 -0.59
C: -2.43 4.02 -0.36
C: -1.97 0.64 1.65
C: 6.94 -0.42 2.69
C: -2.91 -1.36 -4.15
C: -3.17 4.53 0.71
C: -4.60 -2.01 -1.08
C: 0.42 -3.70 -0.70
C: -2.21 2.45 -2.33
C: -5.39 -0.67 -5.16
C: 1.43 1.94 4.90
C: -4.98 1.67 -1.88
C: -5.26 -0.95 -3.80
C: 1.82 -0.28 1.94
C: -1.17 -2.92 -3.93
C: 1.32 0.42 -3.16
C: 1.22 -4.79 -0.96
C: -2.99 3.05 -1.17
C: 0.47 -0.25 1.34
C: 1.30 -1.08 -5.05
C: -5.02 3.18 0.11
C: -2.26 -2.59 1.70
C: 7.45 -1.86 2.63
C: -4.30 -0.73 -6.00
C: 4.44 -0.30 2.95
C: -0.12 1.17 3.19
C: -3.05 -2.53 2.83
C: 0.42 1.99 6.00
C: 1.16 2.83 -3.49
C: -4.01 -1.27 -3.29
C: 1.28 -5.27 -2.27
C: 2.96 0.74 -4.97
C: -0.26 -3.55 -2.88
C: -5.24 4.65 2.14
C: 0.53 -4.64 -3.24
C: 2.82 -0.99 1.29
C: 5.93 -0.78 4.84
C: -4.46 4.11 0.97
C: -4.40 -2.24 2.68
C: -4.32 2.65 -0.96
C: -3.05 -1.09 -5.49
C: 6.33 -2.24 4.83
C: 3.44 0.42 3.59
C: 1.39 1.87 -1.26
C: 4.09 -1.01 1.79
C: -4.90 -2.07 1.41
C: 1.69 1.22 6.20
H: 7.72 0.21 3.12
H: -2.71 5.29 1.34
H: 1.93 -1.94 -4.77
H: 3.72 -0.03 -5.11
H: 8.33 -1.81 4.51
H: 1.97 2.74 -0.94
H: -0.99 5.60 -0.21
H: 0.12 3.09 -3.25
H: 1.90 -6.12 -2.51
H: -2.60 -2.67 3.81
H: -1.20 -2.78 1.78
H: 1.81 3.69 -3.28
H: 5.59 -2.85 4.31
H: -5.67 3.84 2.72
H: 5.01 -0.67 5.41
H: -5.04 -2.14 3.55
H: 1.22 2.60 -4.55
H: 1.62 0.14 6.18
H: -0.78 4.58 -1.64
H: 0.35 -3.29 0.30
H: -4.60 5.24 2.80
H: 6.73 -2.52 2.15
H: 0.49 -4.97 -4.27
H: 2.00 2.84 4.71
H: -5.95 -1.87 1.22
H: -4.76 1.90 -2.93
H: -4.63 0.66 -1.69
H: -0.49 1.42 5.88
H: 1.35 -0.95 -6.14
H: -6.12 -0.93 -3.16
H: 2.76 1.21 -5.94
H: 6.51 -2.65 5.82
H: 2.45 1.62 6.86
H: -2.21 -1.17 -6.16
H: 6.70 -0.19 5.35
H: 0.34 2.02 -1.02
H: -6.05 2.86 0.27
H: 0.30 2.93 6.51
H: 1.74 0.98 -0.74
H: 1.77 -5.26 -0.16
H: -6.06 1.69 -1.75
H: 6.76 -0.07 1.68
H: -0.29 4.00 -0.05
H: -6.06 5.30 1.80
H: 3.71 1.02 4.45
H: 2.57 -1.53 0.38
H: 7.94 -3.34 4.04
H: 3.34 1.50 -4.29
H: 8.42 -1.94 2.14
H: 0.28 -1.28 -4.77
H: -0.86 1.75 3.71

Output
Relative energy (zero: lowest compared OMol25 entry of this formula, charge and spin) (kcal/mol): 0.00
Electronic energy (Eh): -4089.4733
HOMO-LUMO gap (eV): 3.83
Charge: 0

---

# HNO2S2

One molecule with the formula HNO2S2 at a distorted geometry (ωB97M-V/def2-TZVPD, the OMol25 dataset).

Positions of all 6 atoms, in Å:
S: -0.93 0.74 0.08
S: -0.78 -0.15 -1.70
O: 0.87 0.91 1.91
O: 1.34 -0.31 0.19
N: 0.67 0.38 0.86
H: -1.17 -1.56 -1.33

Output
Relative energy (zero: lowest compared OMol25 entry of this formula, charge and spin) (kcal/mol): 24.24
Electronic energy (Eh): -1002.0902
HOMO-LUMO gap (eV): 10.47
SMILES string: O=[N+]([O-])SS
Charge: 0

---

# C2H3N3O

One molecule with the formula C2H3N3O (ωB97M-V/def2-TZVPD, the OMol25 dataset).

Positions of all 9 atoms, in Å:
O: -1.33 -0.37 1.75
N: 1.25 0.06 -0.36
N: -0.91 0.34 -0.49
N: 0.80 -0.31 0.86
C: 0.23 0.44 -1.15
C: -0.50 -0.12 0.72
H: 2.23 -0.01 -0.57
H: 0.36 0.77 -2.17
H: -2.13 -0.79 1.41

Output
Relative energy (zero: lowest compared OMol25 entry of this formula, charge and spin) (kcal/mol): 8.92
Electronic energy (Eh): -317.5181
HOMO-LUMO gap (eV): 10.46
SMILES string: Oc1nc[nH]n1
Charge: 0

---

# CIO4S

A 2-piece molecular cluster, CIO4S overall at a distorted geometry (ωB97M-V/def2-TZVPD, the OMol25 dataset).

Positions of all 7 atoms, in Å:
I: 2.44 -0.40 2.19
S: -0.71 -0.16 -1.18
O: -1.10 1.05 -1.77
O: 0.14 0.69 0.87
O: 0.43 -0.98 -1.63
O: -1.76 -0.85 -0.49
C: 0.56 0.65 2.02

Output
Relative energy (zero: lowest compared OMol25 entry of this formula, charge and spin) (kcal/mol): 46.08
Electronic energy (Eh): -1034.9507
HOMO-LUMO gap (alpha / beta) (eV): 6.15 / 6.15
Charge: -1

---

# C28H31CrF6N5O3

C28H31CrF6N5O3 as an isolated structure (ωB97M-V/def2-TZVPD, the OMol25 dataset).

Positions of all 74 atoms, in Å:
Cr: 0.62 -0.02 -0.82
F: 2.46 -0.91 -4.70
F: 3.15 1.55 -4.04
F: 3.09 1.98 -1.92
F: 4.58 -1.10 -4.29
F: 4.93 1.34 -2.84
F: 3.16 -2.49 -3.42
O: -0.77 -1.80 -1.79
O: 1.89 -0.38 -2.13
O: -1.21 -2.07 1.13
N: -0.32 0.78 0.57
N: 1.56 -1.05 1.85
N: 1.46 -1.25 0.52
N: -0.37 1.24 -2.15
N: -1.41 2.03 -1.80
C: 1.39 1.65 4.36
C: -0.70 2.78 -3.74
C: -1.81 -2.53 -1.16
C: 2.26 -3.11 1.47
C: -4.46 1.67 0.25
C: -1.07 -1.55 -3.16
C: -3.60 1.97 -0.78
C: 3.61 1.15 -2.84
C: 1.89 -2.49 0.28
C: 1.17 0.18 2.45
C: 0.26 1.04 1.84
C: 2.01 1.98 5.69
C: 3.22 -0.32 -2.50
C: -5.94 1.95 0.14
C: -1.31 -2.56 2.45
C: 2.04 -2.16 2.44
C: -2.23 1.71 -0.69
C: -1.70 1.12 0.45
C: 4.19 -0.81 -1.43
C: -3.93 1.07 1.39
C: -0.04 2.23 2.51
C: 3.36 -1.20 -3.75
C: 1.72 0.49 3.69
C: 0.06 1.69 -3.32
C: -2.58 0.80 1.48
C: 0.49 2.52 3.74
C: -1.37 -3.09 0.17
C: -1.63 2.96 -2.74
H: 5.21 -0.80 -1.79
H: 2.44 -0.18 4.14
H: -1.94 -0.89 -3.25
H: -3.99 2.40 -1.70
H: -0.20 -1.07 -3.60
H: -0.58 3.36 -4.64
H: -1.13 -1.73 3.13
H: -2.41 3.70 -2.63
H: -4.58 0.80 2.22
H: 2.97 2.48 5.56
H: -0.43 -3.65 0.04
H: 2.64 -4.10 1.60
H: -1.26 -2.49 -3.68
H: -6.48 1.03 -0.11
H: -6.34 2.32 1.08
H: 1.37 2.64 6.27
H: 0.23 3.46 4.23
H: 2.19 1.08 6.28
H: -2.31 -2.97 2.64
H: 1.88 -2.86 -0.73
H: -2.18 0.32 2.37
H: 3.94 -1.83 -1.14
H: -2.69 -1.90 -1.03
H: -2.14 -3.80 0.49
H: 4.12 -0.17 -0.55
H: -6.15 2.68 -0.64
H: 2.17 -2.22 3.51
H: -0.72 2.92 2.04
H: -2.08 -3.38 -1.79
H: -0.57 -3.34 2.64
H: 0.89 1.21 -3.81

Output
Relative energy (zero: lowest compared OMol25 entry of this formula, charge and spin) (kcal/mol): 15.42
2S+1: 4
Electronic energy (Eh): -3228.6039
HOMO-LUMO gap (alpha / beta) (eV): 6.64 / 8.32
Charge: +1
<S²>: 3.91

---

# C6H6ClIN2

A 2-piece molecular cluster, C6H6ClIN2 overall at a distorted geometry (ωB97M-V/def2-TZVPD, the OMol25 dataset).

Positions of all 16 atoms, in Å:
I: 2.03 -2.57 1.78
Cl: 1.41 1.55 2.67
N: -0.46 -2.26 0.16
N: 2.06 0.68 1.38
C: -1.35 -1.74 -0.69
C: 0.49 -0.21 0.46
C: -0.37 0.46 -0.41
C: -0.33 1.91 -0.88
C: -1.31 -0.38 -1.00
C: 0.48 -1.53 0.68
H: -2.02 -0.04 -1.81
H: -1.26 2.35 -0.68
H: -0.14 1.95 -1.88
H: 2.42 -0.30 1.60
H: -2.19 -2.36 -1.07
H: 0.55 2.49 -0.32

Output
Relative energy (zero: lowest compared OMol25 entry of this formula, charge and spin) (kcal/mol): 50.35
Electronic energy (Eh): -1099.4845
HOMO-LUMO gap (alpha / beta) (eV): 9.00 / 9.00
Charge: 0

---

# C49H43BiI2N5O8P2

C49H43BiI2N5O8P2 as an isolated structure at a distorted geometry (ωB97M-V/def2-TZVPD, the OMol25 dataset).

Positions of all 110 atoms, in Å:
Bi: -0.59 0.03 -0.22
I: -4.13 -2.09 2.76
I: -2.48 -7.60 0.92
P: 1.37 2.40 0.03
P: 0.25 0.96 2.44
O: 1.99 -0.29 -0.41
O: 0.75 1.84 -2.85
O: 1.87 -0.66 -3.11
O: 3.90 -1.46 -0.27
O: -1.82 1.61 0.94
O: -1.41 -1.47 1.39
O: -3.35 2.86 1.63
O: -3.68 1.81 -1.82
N: -1.38 1.52 -2.05
N: -2.60 -1.17 -1.10
N: -0.10 -2.15 -1.42
N: 1.01 2.31 1.72
N: -3.10 1.82 1.08
C: 4.17 2.11 0.11
C: -2.39 3.33 -3.16
C: -1.91 0.99 4.15
C: -0.55 4.24 -4.40
C: 1.22 4.85 -1.32
C: -2.78 -3.36 1.77
C: -0.82 3.13 3.94
C: 3.91 0.12 4.09
C: -0.90 1.78 3.60
C: -0.80 -3.60 0.44
C: -2.47 -2.06 -2.08
C: -1.72 3.66 4.85
C: 5.47 2.47 0.44
C: 0.64 4.06 -0.34
C: -0.52 4.51 0.30
C: 5.73 3.72 0.98
C: -3.81 -0.68 -0.80
C: 3.12 -0.94 -2.47
C: 2.99 -0.92 -0.91
C: 2.31 -0.13 5.86
C: 3.62 -0.16 5.41
C: 0.71 6.11 -1.61
C: -1.64 -2.74 1.19
C: -2.60 2.15 -2.25
C: -4.94 -1.02 -1.53
C: 2.89 0.44 3.21
C: -2.80 1.52 5.06
C: -1.04 5.76 0.00
C: -3.04 -4.71 1.71
C: -1.11 -2.67 -2.32
C: -2.70 2.86 5.42
C: -3.26 4.28 -3.63
C: 3.38 4.25 0.85
C: -2.15 -5.51 1.02
C: 4.68 4.61 1.18
C: -2.75 5.24 -4.50
C: -1.05 3.31 -3.52
C: 1.29 0.20 4.98
C: -3.56 -2.45 -2.85
C: -1.06 -4.96 0.37
C: 3.57 -2.31 -2.93
C: 1.57 0.51 3.65
C: -0.43 2.17 -2.78
C: 0.36 -3.04 -0.33
C: 4.13 0.14 -2.86
C: -1.41 5.22 -4.89
C: -0.42 6.57 -0.94
C: 3.11 2.99 0.31
C: -4.80 -1.90 -2.59
H: -1.01 3.88 1.03
H: -3.59 0.91 5.48
H: 4.87 5.59 1.60
H: 1.19 6.73 -2.36
H: -4.30 4.28 -3.34
H: 2.09 4.48 -1.85
H: -0.07 3.76 3.49
H: 3.11 0.63 2.17
H: -1.67 4.71 5.11
H: 3.80 -2.31 -4.00
H: -5.65 -2.15 -3.21
H: 0.98 -2.43 0.33
H: 0.50 4.21 -4.70
H: -3.40 3.28 6.14
H: -0.38 -5.60 -0.18
H: -1.99 -0.04 3.82
H: 1.61 0.25 -2.85
H: 0.97 -3.86 -0.72
H: 3.72 1.12 -2.64
H: 4.34 0.08 -3.93
H: -3.43 -3.18 -3.64
H: -1.93 6.10 0.51
H: -5.89 -0.57 -1.28
H: 2.78 -3.05 -2.75
H: 1.72 2.74 2.31
H: -1.22 -3.76 -2.21
H: -3.91 -5.13 2.19
H: 6.27 1.76 0.29
H: 0.68 -1.77 -1.96
H: 4.45 -2.60 -2.36
H: -0.81 -2.47 -3.35
H: 2.57 4.95 1.03
H: 3.98 1.13 -0.28
H: 4.42 -0.42 6.10
H: 5.06 0.00 -2.30
H: -3.85 -0.01 0.04
H: 0.26 0.23 5.34
H: 2.09 -0.36 6.89
H: 6.74 4.01 1.25
H: -3.39 6.02 -4.88
H: -0.81 7.56 -1.15
H: -1.05 5.97 -5.58
H: 4.93 0.09 3.73

Output
Relative energy (zero: lowest compared OMol25 entry of this formula, charge and spin) (kcal/mol): 0.00
Electronic energy (Eh): -4261.6066
HOMO-LUMO gap (eV): 7.37
Charge: -1

---

# CH4INS

A 2-piece molecular cluster, CH4INS overall at a distorted geometry (ωB97M-V/def2-TZVPD, the OMol25 dataset).

Positions of all 8 atoms, in Å:
I: 1.15 -2.64 2.15
S: 0.72 -1.42 -0.97
N: 0.57 0.12 -0.61
C: -0.67 0.66 -0.13
H: -1.05 -0.15 0.45
H: -1.34 0.98 -0.96
H: -0.64 1.59 0.65
H: 1.26 0.85 -0.58

Output
Relative energy (zero: lowest compared OMol25 entry of this formula, charge and spin) (kcal/mol): 0.00
2S+1: 3
Electronic energy (Eh): -791.0468
HOMO-LUMO gap (alpha / beta) (eV): 8.84 / 5.87
Charge: 0
<S²>: 2.01

---

# NO4S2

A 2-piece molecular cluster, NO4S2 overall at a distorted geometry (ωB97M-V/def2-TZVPD, the OMol25 dataset).

Positions of all 7 atoms, in Å:
S: 1.80 1.18 -0.87
S: 1.43 -0.30 0.26
O: 2.10 -0.32 1.58
O: -2.69 0.71 -1.09
O: 1.21 -1.54 -0.36
O: -1.37 -0.02 0.46
N: -2.49 0.30 0.03

Output
Relative energy (zero: lowest compared OMol25 entry of this formula, charge and spin) (kcal/mol): 79.81
Electronic energy (Eh): -1152.0176
HOMO-LUMO gap (alpha / beta) (eV): 5.64 / 4.88
Charge: -1

---

# C24H70O19

A 11-piece molecular cluster, C24H70O19 overall at a distorted geometry (ωB97M-V/def2-TZVPD, the OMol25 dataset).

Positions of all 113 atoms, in Å:
O: -2.99 -21.74 7.56
O: -3.93 -22.55 16.34
O: -1.09 -18.85 11.55
O: 3.41 -16.99 14.08
O: -4.10 -12.87 18.29
O: -6.73 -22.07 16.16
O: -4.72 -12.32 9.25
O: -2.32 -12.05 10.78
O: -2.61 -16.98 14.97
O: -4.98 -16.02 16.71
O: -8.89 -18.72 14.40
O: -2.24 -15.88 9.78
O: -0.19 -14.89 15.97
O: 1.50 -18.26 12.53
O: -8.76 -19.72 11.70
O: -2.10 -11.72 16.37
O: -7.25 -16.75 15.64
O: -1.77 -21.07 10.00
O: -2.35 -12.34 13.54
C: -6.70 -18.26 11.87
C: -2.32 -16.80 10.77
C: -3.22 -21.24 9.91
C: -4.97 -13.42 8.39
C: 2.12 -17.17 14.61
C: -4.84 -23.53 15.94
C: 1.15 -17.14 13.37
C: -4.50 -13.40 6.95
C: -4.25 -14.30 18.20
C: -0.96 -12.58 16.36
C: -1.41 -13.02 11.42
C: -7.36 -19.57 11.34
C: -1.56 -18.88 15.93
C: -2.67 -18.38 15.02
C: -1.36 -14.05 16.06
C: -7.86 -19.06 15.30
C: -6.22 -23.31 16.55
C: -3.48 -22.19 8.80
C: -4.02 -18.82 15.56
C: -1.94 -13.49 12.76
C: -1.07 -17.75 10.71
C: -7.75 -17.91 16.27
C: -6.59 -20.92 11.67
C: -5.04 -14.60 16.90
H: -6.04 -14.21 17.04
H: -1.56 -20.56 10.81
H: -2.79 -14.18 12.56
H: -4.71 -14.62 19.14
H: -4.97 -11.47 8.93
H: -2.36 -16.23 11.73
H: -1.89 -14.10 15.13
H: -8.62 -17.68 16.90
H: -2.53 -16.33 8.97
H: -7.34 -17.39 11.58
H: -1.79 -18.74 17.05
H: -9.23 -18.89 11.53
H: -4.55 -24.57 16.22
H: -5.97 -21.45 16.21
H: -5.61 -20.91 11.18
H: -2.11 -14.35 16.83
H: -6.91 -19.14 14.79
H: -4.53 -22.29 8.71
H: -5.13 -12.72 6.36
H: -3.27 -14.72 18.41
H: -3.78 -22.63 17.32
H: -5.99 -13.76 8.53
H: -2.82 -23.05 9.05
H: -8.61 -19.09 13.56
H: 1.83 -16.34 15.29
H: -6.10 -23.38 17.60
H: -0.14 -19.01 11.81
H: -0.30 -17.11 10.91
H: 2.13 -18.14 15.18
H: -4.84 -18.57 14.95
H: -4.47 -14.14 16.10
H: -6.48 -18.40 12.90
H: -8.00 -20.08 15.71
H: -7.91 -16.34 15.06
H: -3.42 -13.16 6.81
H: -3.52 -21.58 10.88
H: -0.45 -12.58 17.30
H: -3.58 -12.49 17.49
H: -4.86 -23.46 14.86
H: -2.26 -11.61 15.39
H: 3.95 -16.31 14.57
H: 0.10 -17.28 13.63
H: -1.47 -19.97 15.87
H: -4.24 -18.40 16.50
H: -6.89 -18.23 16.82
H: -4.43 -14.18 8.93
H: -0.44 -12.45 11.43
H: -3.35 -16.60 15.48
H: -0.48 -15.72 15.62
H: -2.49 -18.65 13.95
H: -4.59 -14.42 6.51
H: -7.42 -19.53 10.27
H: -1.26 -13.86 10.72
H: -7.20 -21.75 11.34
H: -5.75 -18.14 11.27
H: -2.14 -21.31 7.79
H: -1.06 -14.08 13.14
H: -0.92 -18.12 9.66
H: -2.99 -12.53 10.28
H: 1.38 -16.20 12.95
H: -5.74 -16.29 16.18
H: -0.24 -12.27 15.62
H: -3.20 -17.36 10.67
H: -3.71 -20.28 9.63
H: -4.08 -19.90 15.60
H: -6.48 -20.92 12.73
H: -6.95 -23.99 16.20
H: -2.57 -11.70 12.83
H: -0.56 -18.52 15.84
H: 2.47 -18.32 12.49

Output
Electronic energy (Eh): -2385.7541
HOMO-LUMO gap (eV): 9.66
SMILES string: CC(C)O.CC(C)O.OCCO.OCCO.OCCO.OCCO.OCCO.OCCO.OCCO.OCCO.CCO
Charge: 0

---

# CH2S2

One molecule with the formula CH2S2 at a distorted geometry (ωB97M-V/def2-TZVPD, the OMol25 dataset).

Positions of all 5 atoms, in Å:
S: -1.12 0.28 1.11
S: 1.76 1.75 1.71
C: 0.93 0.85 0.73
H: 1.16 0.42 -0.15
H: -0.59 -0.63 0.31

Output
Relative energy (zero: lowest compared OMol25 entry of this formula, charge and spin) (kcal/mol): 32.36
Electronic energy (Eh): -835.5962
HOMO-LUMO gap (eV): 8.44
SMILES string: S=CS
Charge: 0